The following is a quantum chemistry calculation of 4 unconnected molecules or ions with the total composition C48H32BrNO6PS in a non-equilibrium geometry, from OMol25.

Bonds (Å) are listed after each position.
Element x y z (Å)
1 C 1.6675 1.1461 2.1883  P2 1.946, H11 1.173, H12 1.192, H13 1.174
2 P 0.9862 2.7507 3.0541  C1 1.946, S3 2.185, Br4 2.269, C5 1.939
3 S 1.4016 4.4900 1.7977  P2 2.185, H14 1.415
4 Br 1.9322 2.9268 5.1090  P2 2.269
5 C -0.9378 2.5157 3.0870  P2 1.939, C6 1.660, C10 1.625
6 C -1.6834 2.3033 1.6192  C5 1.660, C7 1.673, H15 1.169
7 C -3.3283 2.0736 1.8238  C6 1.673, C8 1.629, H16 1.194
8 C -3.8561 2.1045 3.3644  C7 1.629, N9 1.491, H17 1.196
9 N -3.1365 2.3429 4.6482  C8 1.491, C10 1.491
10 C -1.6643 2.5545 4.5404  C5 1.625, N9 1.491, H18 1.192
11 H 1.5007 1.2322 1.0306  C1 1.173
12 H 0.9519 0.2664 2.5566  C1 1.192
13 H 2.7720 0.8996 2.4997  C1 1.174
14 H 2.2797 5.3605 2.4852  S3 1.415
15 H -1.1440 2.3009 0.5816  C6 1.169
16 H -4.0390 1.8832 0.8839  C7 1.194
17 H -5.0286 1.8988 3.4808  C8 1.196
18 H -1.0111 2.7161 5.5241  C10 1.192
19 C -1.6212 -4.4867 -2.7864  C20 1.395, C24 1.396, H35 1.088
20 C -1.3891 -4.1248 -1.4597  C19 1.395, C21 1.396, H36 1.088
21 C -0.5529 -3.0465 -1.1661  C20 1.396, C22 1.400, H37 1.089
22 C 0.0634 -2.3348 -2.2026  C21 1.400, C23 1.394, C33 1.476
23 C -0.1492 -2.7121 -3.5279  C22 1.394, C24 1.401, C25 1.477
24 C -1.0029 -3.7836 -3.8213  C19 1.396, C23 1.401, H38 1.089
25 C 0.5346 -2.0000 -4.6267  C23 1.477, O26 1.225, C27 1.477
26 O 0.3456 -2.3286 -5.7915  C25 1.225
27 C 1.4555 -0.8928 -4.3013  C25 1.477, C28 1.401, C32 1.394
28 C 2.1549 -0.2468 -5.3292  C27 1.401, C29 1.397, H39 1.089
29 C 3.0177 0.8101 -5.0314  C28 1.397, C30 1.395, H40 1.088
30 C 3.1772 1.2301 -3.7112  C29 1.395, C31 1.396, H41 1.088
31 C 2.4861 0.5848 -2.6846  C30 1.396, C32 1.401, H42 1.089
32 C 1.6310 -0.4853 -2.9797  C27 1.394, C31 1.401, C33 1.476
33 C 0.9321 -1.1844 -1.8833  C22 1.476, C32 1.476, O34 1.226
34 O 1.0753 -0.8189 -0.7223  C33 1.226
35 H -2.2802 -5.3213 -3.0157  C19 1.088
36 H -1.8610 -4.6809 -0.6527  C20 1.088
37 H -0.3804 -2.7664 -0.1283  C21 1.089
38 H -1.1844 -4.0753 -4.8542  C24 1.089
39 H 2.0336 -0.5665 -6.3630  C28 1.089
40 H 3.5637 1.3068 -5.8305  C29 1.088
41 H 3.8437 2.0581 -3.4797  C30 1.088
42 H 2.6194 0.9151 -1.6557  C31 1.089
43 C 6.3422 0.9909 5.6809  C44 1.395, C48 1.396, H59 1.088
44 C 5.1523 1.6674 5.4138  C43 1.395, C45 1.396, H60 1.088
45 C 5.1868 2.9633 4.8965  C44 1.396, C46 1.400, H61 1.089
46 C 6.4158 3.5899 4.6567  C45 1.400, C47 1.394, C57 1.476
47 C 7.6052 2.9226 4.9469  C46 1.394, C48 1.401, C49 1.477
48 C 7.5686 1.6154 5.4495  C43 1.396, C47 1.401, H62 1.089
49 C 8.9064 3.5920 4.7447  C47 1.477, O50 1.225, C51 1.477
50 O 9.9518 3.0053 4.9960  C49 1.225
51 C 8.9292 4.9808 4.2438  C49 1.477, C52 1.401, C56 1.394
52 C 10.1532 5.6476 4.1023  C51 1.401, C53 1.397, H63 1.089
53 C 10.1847 6.9566 3.6167  C52 1.397, C54 1.395, H64 1.088
54 C 8.9982 7.5985 3.2630  C53 1.395, C55 1.396, H65 1.088
55 C 7.7770 6.9387 3.4082  C54 1.396, C56 1.401, H66 1.089
56 C 7.7421 5.6305 3.9090  C51 1.394, C55 1.401, C57 1.476
57 C 6.4428 4.9541 4.0926  C46 1.476, C56 1.476, O58 1.226
58 O 5.3992 5.5192 3.7864  C57 1.226
59 H 6.3154 -0.0225 6.0755  C43 1.088
60 H 4.1964 1.1853 5.6062  C44 1.088
61 H 4.2539 3.4834 4.6854  C45 1.089
62 H 8.4933 1.0832 5.6656  C48 1.089
63 H 11.0844 5.1524 4.3732  C52 1.089
64 H 11.1358 7.4742 3.5125  C53 1.088
65 H 9.0231 8.6156 2.8779  C54 1.088
66 H 6.8544 7.4480 3.1347  C55 1.089
67 C -9.2578 -7.7091 -2.0918  C68 1.395, C72 1.396, H83 1.088
68 C -10.4477 -7.0326 -2.3589  C67 1.395, C69 1.396, H84 1.088
69 C -10.4132 -5.7367 -2.8763  C68 1.396, C70 1.400, H85 1.089
70 C -9.1842 -5.1101 -3.1160  C69 1.400, C71 1.394, C81 1.476
71 C -7.9948 -5.7774 -2.8258  C70 1.394, C72 1.401, C73 1.477
72 C -8.0314 -7.0846 -2.3233  C67 1.396, C71 1.401, H86 1.089
73 C -6.6936 -5.1080 -3.0281  C71 1.477, O74 1.225, C75 1.477
74 O -5.6482 -5.6947 -2.7767  C73 1.225
75 C -6.6708 -3.7192 -3.5289  C73 1.477, C76 1.401, C80 1.394
76 C -5.4468 -3.0524 -3.6704  C75 1.401, C77 1.397, H87 1.089
77 C -5.4153 -1.7434 -4.1560  C76 1.397, C78 1.395, H88 1.088
78 C -6.6018 -1.1015 -4.5097  C77 1.395, C79 1.396, H89 1.088
79 C -7.8230 -1.7613 -4.3645  C78 1.396, C80 1.401, H90 1.089
80 C -7.8579 -3.0695 -3.8638  C75 1.394, C79 1.401, C81 1.476
81 C -9.1572 -3.7459 -3.6801  C70 1.476, C80 1.476, O82 1.226
82 O -10.2008 -3.1808 -3.9864  C81 1.226
83 H -9.2846 -8.7225 -1.6973  C67 1.088
84 H -11.4036 -7.5147 -2.1666  C68 1.088
85 H -11.3461 -5.2166 -3.0873  C69 1.089
86 H -7.1067 -7.6168 -2.1072  C72 1.089
87 H -4.5156 -3.5476 -3.3996  C76 1.089
88 H -4.4642 -1.2258 -4.2602  C77 1.088
89 H -6.5769 -0.0844 -4.8948  C78 1.088
90 H -8.7456 -1.2520 -4.6380  C79 1.089

As for the multiplicity: 1. The LUMO energy comes out at -4.709 eV. The calculation puts the largest force on an atom at 5.92 eV Å⁻¹. The total charge is +1. The value obtained for the HOMO-LUMO gap is 0.231 hartree. For the electronic energy, the calculation gives -5667.67075 a.u.